{
  "formula": "C41H36BIN8O2RuS",
  "method": "wB97M-V/def2-TZVPD",
  "symbols": ["Ru", "C", "C", "C", "C", "N", "N", "B", "N", "N", "C", "C", "C", "C", "C", "C", "C", "C", "C", "C", "N", "N", "C", "C", "C", "C", "C", "C", "C", "C", "C", "C", "C", "C", "C", "C", "C", "C", "H", "H", "H", "H", "H", "H", "H", "H", "H", "H", "H", "H", "H", "H", "H", "H", "H", "H", "H", "H", "H", "H", "H", "H", "H", "H", "H", "H", "S", "C", "N", "C", "C", "C", "N", "H", "H", "H", "H", "I", "C", "C", "C", "C", "C", "C", "C", "O", "O", "H", "H", "H", "H"],
  "positions_angstrom": [[-0.4484, -0.0460, 0.2002], [2.8787, -0.0536, 4.7085], [1.7144, -0.5291, 3.9070], [0.7034, -1.4005, 4.2725], [-0.0982, -1.5340, 3.1374], [0.3885, -0.7630, 2.1596], [1.5056, -0.1627, 2.6315], [2.3773, 0.7012, 1.6994], [2.6797, -0.0830, 0.4111], [1.6707, -0.6708, -0.2816], [2.2206, -1.2964, -1.3277], [3.5953, -1.0590, -1.3434], [3.8495, -0.2996, -0.2163], [5.1469, 0.2300, 0.2921], [1.4330, -2.1273, -2.2512], [1.7334, -2.1349, -3.6096], [0.9780, -2.8948, -4.4897], [-0.0778, -3.6647, -4.0208], [-0.3602, -3.6897, -2.6615], [0.3998, -2.9324, -1.7844], [1.6302, 2.0085, 1.3227], [0.4659, 1.9572, 0.6130], [0.1065, 3.2322, 0.3605], [1.0383, 4.0955, 0.9232], [1.9908, 3.2857, 1.5176], [3.2145, 3.7098, 2.2609], [-1.0964, 3.6158, -0.4004], [-1.3613, 4.9500, -0.7070], [-2.4894, 5.2828, -1.4397], [-3.3665, 4.2959, -1.8742], [-3.1197, 2.9646, -1.5683], [-1.9893, 2.6512, -0.8363], [-1.2845, -2.3763, 2.9288], [-2.0113, -2.8855, 3.9996], [-3.1567, -3.6325, 3.7661], [-3.5893, -3.8742, 2.4688], [-2.8635, -3.3814, 1.3915], [-1.7147, -2.6542, 1.6363], [2.8772, 1.0319, 4.8151], [3.8237, -0.3347, 4.2457], [2.8387, -0.4970, 5.7010], [0.5984, -1.9011, 5.2186], [3.3925, 0.9659, 2.2618], [4.3187, -1.4379, -2.0431], [5.4018, -0.2030, 1.2594], [5.1184, 1.3134, 0.4075], [5.9391, -0.0152, -0.4116], [2.5362, -1.5142, -3.9859], [1.2115, -2.8806, -5.5457], [-0.6667, -4.2548, -4.7099], [-1.1612, -4.3109, -2.2824], [0.2171, -3.0122, -0.7186], [1.0476, 5.1695, 0.8873], [2.9583, 4.0359, 3.2704], [3.6749, 4.5552, 1.7520], [3.9468, 2.9140, 2.3405], [-0.6846, 5.7301, -0.3863], [-2.6838, 6.3197, -1.6770], [-4.2399, 4.5672, -2.4518], [-3.7963, 2.1840, -1.8900], [-1.7712, 1.6290, -0.5615], [-1.6937, -2.6889, 5.0153], [-3.7194, -4.0233, 4.6029], [-4.4884, -4.4505, 2.2993], [-3.1832, -3.5634, 0.3749], [-1.1048, -2.2831, 0.8157], [-2.5846, 0.5479, 1.7505], [-2.1128, 1.5161, 3.0454], [-3.1178, 2.0469, 3.8135], [-2.9036, 2.8126, 4.9007], [-1.6231, 3.0942, 5.2615], [-0.6211, 2.5506, 4.4369], [-0.8388, 1.8010, 3.3843], [-4.0640, 1.8318, 3.5253], [-3.7820, 3.1620, 5.4232], [-1.3974, 3.6995, 6.1239], [0.4228, 2.7478, 4.6611], [-4.7729, -1.0132, -7.4910], [-3.7307, -0.7973, -5.7120], [-4.1516, -1.4933, -4.5838], [-3.4575, -1.3405, -3.3962], [-2.3444, -0.5086, -3.3447], [-1.9262, 0.1801, -4.4778], [-2.6235, 0.0422, -5.6655], [-1.5937, -0.3545, -2.0910], [-0.4595, 0.1811, -2.0519], [-2.0964, -0.7625, -0.9748], [-5.0119, -2.1452, -4.6340], [-3.7728, -1.8645, -2.5042], [-1.0548, 0.8182, -4.4194], [-2.3071, 0.5773, -6.5490]],
  "lowdin_spin": [3.944, 0.002, 0.009, 0.005, 0.015, 0.109, 0.007, 0.000, 0.006, 0.117, 0.017, 0.006, 0.011, 0.002, 0.003, 0.001, 0.001, 0.002, 0.001, 0.004, 0.007, 0.113, 0.018, 0.007, 0.014, 0.003, 0.001, 0.002, -0.001, 0.003, 0.003, 0.023, 0.003, 0.001, 0.002, 0.002, 0.003, 0.020, 0.000, 0.000, 0.000, 0.001, 0.000, 0.001, 0.000, 0.000, 0.000, 0.000, 0.000, 0.000, 0.000, 0.001, 0.001, 0.001, 0.000, 0.000, 0.000, 0.000, 0.000, 0.000, 0.008, 0.000, 0.000, 0.000, 0.000, 0.010, 0.124, 0.021, 0.011, 0.002, 0.002, 0.000, 0.003, 0.003, 0.000, 0.000, 0.000, 0.001, 0.003, 0.000, 0.005, 0.005, 0.005, 0.000, 0.032, 0.117, 0.154, 0.000, 0.001, 0.001, 0.000],
  "total_energy_ha": -2988.04874,
  "gap_ev": [7.56, 6.33],
  "spin_multiplicity": 6,
  "e_homo_ev": [-10.63, -10.61],
  "de_lowest_kj_mol": 0.0,
  "total_charge": 1
}

---

{
  "formula": "C3H3OTm",
  "method": "wB97M-V/def2-TZVPD",
  "symbols": ["C", "C", "H", "H", "C", "O", "Tm", "H"],
  "positions_angstrom": [[-1.1351, -0.1027, -1.0115], [-0.5924, 1.0161, -0.9774], [-1.7952, -0.8752, -1.3798], [-0.3433, 2.0046, -1.3366], [0.5839, -0.4225, 0.5003], [0.6820, 0.2380, 1.6141], [1.2288, -1.5559, 2.8687], [1.3713, -0.3023, -0.2778]],
  "nbo_charge": [-0.157, -0.086, 0.310, 0.310, 0.175, -0.709, 1.930, 0.227],
  "total_energy_ha": -1275.66367,
  "gap_ev": [7.96, 8.04],
  "spin_multiplicity": 3,
  "e_homo_ev": [-18.11, -18.49],
  "de_lowest_kj_mol": 0.0,
  "total_charge": 2
}

---

{
  "formula": "C2H3NO",
  "method": "wB97M-V/def2-TZVPD",
  "symbols": ["C", "C", "N", "O", "H", "H", "H"],
  "positions_angstrom": [[0.4938, -0.0329, 0.0858], [-0.9069, -0.3090, -0.0365], [1.5696, 0.4053, -0.0905], [-1.2893, 0.9671, 0.0663], [-1.0141, -0.9184, -1.0462], [-1.2894, -0.9742, 0.8426], [2.4363, 0.8622, 0.1786]],
  "nbo_charge": [0.668, -0.152, -0.572, -0.761, 0.172, 0.179, 0.467],
  "total_energy_ha": -207.86643,
  "gap_ev": 8.81,
  "spin_multiplicity": 1,
  "e_homo_ev": -8.44,
  "de_lowest_kj_mol": 344.6
}

---

{
  "formula": "C6H14",
  "method": "wB97M-V/def2-TZVPD",
  "symbols": ["C", "C", "C", "C", "C", "C", "H", "H", "H", "H", "H", "H", "H", "H", "H", "H", "H", "H", "H", "H"],
  "positions_angstrom": [[0.8961, 2.5125, -0.0619], [1.7195, 1.7244, 0.8543], [1.2467, 0.2641, 0.9039], [-0.1273, -0.0637, 1.3546], [-1.0491, -0.3360, 0.3124], [-0.4180, -1.7461, 1.0690], [1.4833, 3.4190, -0.2638], [0.7798, 2.0720, -1.1336], [-0.1261, 2.7343, 0.2082], [1.5961, 2.1942, 1.9255], [2.7937, 1.8236, 0.6263], [-2.7754, -4.0138, -6.2451], [2.0285, -0.3818, 1.3254], [-0.5810, 0.3442, 2.4284], [-0.9918, -0.2622, -0.7834], [-3.0898, -3.4252, -6.5517], [-2.0689, -0.3151, 0.6599], [0.4979, -1.9303, 0.5756], [-0.5106, -2.2502, 2.1352], [-1.3037, -2.3637, 0.6607]],
  "nbo_charge": [-0.613, -0.405, -0.694, -0.037, -0.238, -0.690, 0.206, 0.191, 0.193, 0.146, 0.216, -0.001, 0.190, 0.167, 0.268, 0.001, 0.191, 0.277, 0.314, 0.319],
  "total_energy_ha": -236.70841,
  "gap_ev": 5.59,
  "spin_multiplicity": 1,
  "e_homo_ev": -5.45,
  "de_lowest_kj_mol": 795.5
}